Entry 1:
{"formula": "C13H19Cl2NTi", "method": "wB97M-V/def2-TZVPD", "symbols": ["Ti", "Cl", "Cl", "C", "H", "H", "C", "C", "H", "C", "H", "C", "H", "H", "C", "H", "H", "C", "H", "H", "H", "H", "C", "C", "C", "C", "N", "C", "C", "H", "H", "H", "H", "H", "H", "H"], "coordinates": [[1.181, -0.185, -0.502], [-0.317, -1.965, -0.619], [1.549, 1.873, 0.457], [2.892, -0.926, -0.457], [3.834, -0.368, -0.202], [3.192, -1.902, -0.913], [-0.772, 1.381, -1.770], [0.383, 0.889, -2.200], [-0.769, 2.318, -1.192], [0.449, -0.249, -3.220], [1.336, 1.431, -2.074], [-0.799, -0.273, -4.129], [1.382, -0.262, -3.800], [0.446, -1.224, -2.692], [-2.055, -0.294, -3.276], [-0.824, 0.581, -4.811], [-0.765, -1.153, -4.773], [-2.073, 0.781, -2.146], [-2.940, -0.159, -3.899], [-2.136, -1.267, -2.794], [-2.745, 1.590, -2.443], [-2.526, 0.335, -1.244], [-1.123, -0.878, 5.905], [-0.670, -0.718, 4.476], [0.690, -0.586, 4.173], [1.082, -0.438, 2.828], [0.218, -0.431, 1.802], [-1.091, -0.552, 2.107], [-1.569, -0.694, 3.414], [-0.644, -1.743, 6.385], [-0.872, 0.004, 6.511], [-2.209, -1.023, 5.955], [1.452, -0.602, 4.952], [2.133, -0.300, 2.573], [-1.786, -0.574, 1.266], [-2.650, -0.798, 3.580]], "energy_ev": -63440.801, "total_charge": -1, "s_squared": 0.764, "multiplicity": 2, "lumo_ev": [2.87, 2.87], "e_homo_ev": [-1.9, -2.7], "homo_lumo_gap_ev": [4.77, 5.53]}


Entry 2:
{"formula": "C23H27N3O5S", "method": "wB97M-V/def2-TZVPD", "symbols": ["C", "O", "C", "C", "C", "C", "N", "C", "C", "O", "N", "C", "C", "C", "C", "C", "C", "C", "C", "C", "S", "O", "O", "C", "C", "C", "N", "O", "C", "C", "C", "C", "H", "H", "H", "H", "H", "H", "H", "H", "H", "H", "H", "H", "H", "H", "H", "H", "H", "H", "H", "H", "H", "H", "H", "H", "H", "H", "H"], "coordinates": [[6.522, 2.466, -1.465], [5.224, 2.951, -1.710], [4.167, 2.126, -1.486], [4.260, 0.812, -1.039], [3.113, 0.060, -0.852], [1.861, 0.606, -1.088], [0.702, -0.181, -0.896], [0.424, -0.682, 0.432], [0.450, 0.408, 1.518], [1.048, 0.250, 2.561], [-0.208, 1.524, 1.167], [-0.491, 2.573, 2.118], [-1.958, 2.505, 2.575], [-2.228, 1.156, 3.176], [-1.984, 0.915, 4.521], [-2.152, -0.348, 5.053], [-2.561, -1.409, 4.254], [-2.712, -2.783, 4.834], [-2.806, -1.166, 2.910], [-2.643, 0.100, 2.375], [-0.618, 0.047, -1.880], [-1.641, 0.815, -1.211], [-0.167, 0.496, -3.158], [-1.176, -1.619, -2.052], [-2.412, -2.253, -1.740], [-3.599, -1.650, -1.092], [-2.365, -3.503, -2.117], [-1.147, -3.728, -2.675], [-0.429, -2.604, -2.648], [0.938, -2.566, -3.206], [1.764, 1.924, -1.522], [2.904, 2.670, -1.730], [7.193, 3.291, -1.698], [6.652, 2.180, -0.416], [6.761, 1.613, -2.108], [5.217, 0.358, -0.836], [3.199, -0.958, -0.506], [1.148, -1.454, 0.710], [-0.573, -1.130, 0.412], [-0.788, 1.501, 0.334], [0.177, 2.422, 2.968], [-0.281, 3.543, 1.656], [-2.137, 3.297, 3.304], [-2.605, 2.669, 1.710], [-1.655, 1.725, 5.156], [-1.958, -0.519, 6.102], [-1.730, -3.228, 4.994], [-3.219, -2.741, 5.796], [-3.276, -3.430, 4.167], [-3.126, -1.982, 2.276], [-2.839, 0.273, 1.326], [-3.609, -1.898, -0.032], [-4.506, -2.049, -1.538], [-3.563, -0.570, -1.200], [1.670, -2.734, -2.417], [1.115, -1.583, -3.635], [1.053, -3.341, -3.960], [0.793, 2.353, -1.706], [2.844, 3.690, -2.072]], "energy_ev": -49831.162, "relative_energy_ev": 4.106, "lumo_ev": 0.64, "smiles": "COc1ccc(N(CC(=O)NCCc2ccc(C)cc2)S(=O)(=O)c2c(C)noc2C)cc1", "e_homo_ev": -8.5, "homo_lumo_gap_ev": 9.11}


Entry 3:
{"formula": "C6H8N2", "method": "wB97M-V/def2-TZVPD", "symbols": ["N", "C", "C", "C", "C", "C", "N", "C", "H", "H", "H", "H", "H", "H", "H", "H"], "coordinates": [[-2.030, -2.613, 0.804], [-1.435, -1.602, 1.049], [-0.652, -0.469, 1.065], [0.509, -0.304, 0.185], [1.881, 0.254, -0.229], [1.426, 1.480, -1.263], [-0.162, 1.468, -1.213], [-0.390, 0.772, 0.047], [-0.499, 0.002, 1.988], [0.030, -0.732, -0.756], [2.347, 0.770, 0.733], [2.722, -0.424, -0.683], [1.827, 2.449, -0.823], [1.431, 1.226, -2.415], [-0.248, 2.528, -1.091], [-0.296, 1.409, 0.798]], "energy_ev": -9325.232, "relative_energy_ev": 6.476, "lumo_ev": 0.71, "smiles": "N#C[C@H]1[C@@H]2CCN[C@@H]12", "e_homo_ev": -9.3, "homo_lumo_gap_ev": 9.98}


Number 1: largest force on an atom 3.28 eV Å⁻¹. Number 2: largest force on an atom 1.40 eV Å⁻¹. Number 3: largest force on an atom 7.72 eV Å⁻¹.